DFT (ωB97M-V with the def2-TZVPD basis set) results for a single C5H14N2 molecule at a distorted geometry.

## Properties
- strongest force on any atom (eV/Å) = 4.02
- multiplicity = 1
- SMILES string = C[C@@H](N)CN(C)C
- total energy (eV) = -8390.347
- LUMO level (eV) = 1.08
- orbital gap (eV) = 9.8
- energy relative to the best compared isomer or geometry (same formula, charge and spin) (kcal per mole) = 52.40

Last column: natural (NBO) charge in e.
Positions of all 21 atoms, in Å:
N  0.87901  1.63072  1.96379  -0.866
N  -0.08521  -0.75008  -0.99076  -0.439
C  -0.92139  -0.09876  2.00656  -0.633
C  -0.14098  0.87191  1.13062  -0.040
C  0.93507  -1.46425  -1.74958  -0.426
C  0.61368  0.15305  -0.10663  -0.235
C  -0.99425  -0.00116  -1.92855  -0.439
H  1.54645  -0.26838  0.24252  0.200
H  -1.01177  1.56315  0.67155  0.186
H  -0.31781  -1.10782  2.12958  0.207
H  -1.69510  -0.76818  -2.33981  0.202
H  -1.89688  -0.30374  1.50986  0.212
H  1.50724  1.07456  2.59106  0.363
H  -1.07608  0.45813  2.97609  0.210
H  0.27628  -2.24647  -2.29527  0.195
H  -1.60304  0.56348  -1.16018  0.209
H  -0.51910  0.48690  -2.82813  0.190
H  1.04176  0.93697  -0.80379  0.165
H  0.41285  2.27554  2.62974  0.359
H  1.51877  -0.92193  -2.52307  0.175
H  1.53052  -2.08362  -1.12559  0.204